58
Properties=species:S:1:pos:R:3:forces:R:3 method="wB97M-V/def2-TZVPD" smiles="CC(C)Cc1nnc(NC(=O)CCC(=O)N2CCN(C3CCCC3)CC2)s1" orbital_gap_ev=9.04 relative_energy_ev=0.451 total_energy_ev=-42587.782 e_lumo_ev=0.5
C -8.47298 -2.05704 0.46658 0.2788 -0.0597 -0.0864
C -6.97237 -1.78643 0.41106 -0.1919 0.1729 0.1447
C -6.37521 -1.80003 1.81486 0.0388 -0.1470 -0.2781
C -6.71521 -0.43561 -0.28269 -0.1140 -0.4341 -0.0047
C -5.26959 -0.20393 -0.51517 0.4373 0.7506 0.6028
N -4.59987 -0.74158 -1.47043 -1.3700 -0.5943 -0.3482
N -3.31104 -0.42402 -1.48724 1.6565 0.2629 -0.1878
C -2.97305 0.37342 -0.53042 -1.1014 0.2013 0.6738
N -1.70214 0.84070 -0.35138 0.3193 -0.0532 -0.1995
C -1.39108 1.67477 0.67536 0.4789 0.0082 -0.0936
O -2.21415 2.03988 1.49006 0.0090 0.1806 0.2529
C 0.06132 2.11923 0.75756 -0.0662 0.1490 0.0485
C 0.75011 2.33496 -0.59822 0.0688 -0.1085 -0.0105
C 1.31840 1.03004 -1.12934 -0.1209 0.4305 -0.0899
O 0.58575 0.25192 -1.73603 -0.1734 -0.1511 -0.1466
N 2.61333 0.74669 -0.92060 0.2264 -0.1320 -0.1055
C 3.55093 1.44558 -0.07127 0.2049 0.0596 0.4826
C 3.99760 0.50728 1.06950 -0.0191 0.2801 -0.1400
N 4.57539 -0.73444 0.60545 0.0215 -0.0519 0.1766
C 5.92982 -0.65689 0.07357 0.0411 -0.0659 0.1673
C 6.54156 -2.06960 -0.05853 0.0073 0.0083 -0.1534
C 7.99558 -1.96992 0.43242 0.0977 0.0098 -0.1065
C 8.26137 -0.47362 0.58868 -0.0361 -0.0104 0.1174
C 6.90238 0.07807 1.00249 0.0420 0.0677 -0.2974
C 3.62648 -1.39066 -0.27653 -0.1073 0.0732 -0.2145
C 3.16066 -0.49711 -1.43550 -0.0355 -0.5250 -0.0334
S -4.29122 0.82183 0.53065 -0.1558 -0.6283 -0.8479
H -8.66671 -3.01621 0.94099 -0.0878 -0.0910 0.0572
H -8.89889 -2.07756 -0.53382 -0.1088 0.0004 -0.0958
H -8.97769 -1.28268 1.04092 -0.1025 0.0950 0.0818
H -6.49107 -2.56588 -0.18824 -0.0044 0.0662 -0.0038
H -5.29858 -1.65311 1.78056 0.1054 0.0025 0.0866
H -6.57236 -2.75300 2.30071 -0.0117 -0.0780 0.0981
H -6.81002 -1.00788 2.42155 -0.0632 0.1085 0.1166
H -7.11952 0.37175 0.32997 -0.1355 0.0267 -0.0158
H -7.22054 -0.43614 -1.25064 -0.0127 0.1018 0.0234
H -0.99200 0.51322 -1.02499 -0.0104 0.1234 0.1323
H 0.60018 1.36864 1.34351 -0.0065 0.0340 0.0612
H 0.06348 3.04532 1.33552 -0.0561 -0.1321 -0.0158
H 1.51792 3.10164 -0.51205 -0.0576 -0.0291 -0.0008
H 0.01573 2.68603 -1.32656 0.1310 -0.0410 -0.0106
H 3.11064 2.34174 0.35869 0.0080 0.0052 -0.0676
H 4.42156 1.73498 -0.67147 -0.0522 0.0756 0.0370
H 4.70382 1.02872 1.71325 -0.0219 0.0157 0.0380
H 3.11811 0.24786 1.66914 -0.0058 0.1038 0.0157
H 5.95754 -0.16151 -0.91266 0.0436 -0.0010 0.0500
H 6.49772 -2.41908 -1.08944 -0.0414 -0.0815 -0.0153
H 5.97590 -2.76271 0.56233 -0.0900 -0.0275 -0.0408
H 8.09916 -2.46296 1.39885 0.0357 -0.0426 0.0121
H 8.69374 -2.43873 -0.25929 0.0479 -0.0743 0.0616
H 8.56037 -0.03970 -0.36722 0.0499 0.0435 -0.0251
H 9.03932 -0.26062 1.31995 0.0714 0.0605 -0.0374
H 6.68920 -0.19864 2.03558 -0.0693 0.0090 0.1076
H 6.85165 1.16178 0.90167 -0.0477 0.0669 0.0927
H 4.06736 -2.30154 -0.67804 -0.0259 -0.0548 0.0153
H 2.75553 -1.66734 0.32620 -0.0308 -0.0520 -0.0935
H 2.38244 -0.99630 -2.01284 0.1558 0.0649 0.0213
H 4.00175 -0.26066 -2.09548 -0.0436 0.0079 -0.0081